Below is a structure of composition C22H41BEuN6O4Si, with properties calculated with wB97M-V/def2-TZVPD.

Positions of all 76 atoms, in Å:
C 0.45622 1.33263 -3.47677
N 1.39655 1.61378 -2.54788
N 2.55743 1.98058 -3.25314
C 2.32962 1.87935 -4.57116
C 1.01681 1.46507 -4.76708
B 3.89353 2.33521 -2.52012
N 3.66437 3.33742 -1.34030
N 2.70867 3.12030 -0.34496
C 2.82870 4.14327 0.53245
C 3.90059 4.97076 0.14868
C 4.39237 4.42917 -1.03856
Eu 1.37842 0.88912 -0.12322
N 4.40902 1.01922 -1.86344
N 3.61134 0.38840 -0.90329
C 4.29659 -0.69424 -0.46641
C 5.52719 -0.76303 -1.14184
C 5.54762 0.32273 -2.02057
H 3.88803 -1.35266 0.30174
H 6.26372 0.64764 -2.75475
H 6.30382 -1.49461 -1.01414
H 4.69080 2.76735 -3.30313
H 5.18601 4.73234 -1.70107
H 3.11780 2.11250 -5.26867
H 4.27923 5.83766 0.65506
H 0.54285 1.29559 -5.70854
H 2.16350 4.25128 1.38348
H -0.55931 1.05366 -3.20363
H 2.48056 0.71737 2.37309
C 1.74992 1.16337 3.07653
H 2.27995 1.93084 3.66029
H 0.91631 1.66890 2.55756
H 1.34474 0.36619 3.71653
C 0.33304 -2.18308 3.76577
C -0.63916 -2.39705 2.61034
C -0.55126 -3.85444 2.17429
C -2.06595 -2.05788 3.03041
O -0.20243 -1.52513 1.51933
Si -1.22074 -1.16365 0.24705
O -0.34731 -0.34543 -0.80463
O -1.82769 -2.58809 -0.31384
C -2.98800 -2.83958 -1.13510
C -2.59504 -2.96888 -2.60574
C -3.56469 -4.17613 -0.68662
C -4.01681 -1.72790 -0.99324
O -2.44790 -0.23567 0.84404
C -2.74508 1.18720 0.95139
C -2.11320 2.01997 -0.16944
C -4.26744 1.30619 0.85179
C -2.26619 1.70389 2.30580
H 0.09748 -2.89684 4.57111
H 0.25296 -1.17183 4.18264
H 1.36586 -2.36280 3.44420
H -0.82043 -4.48622 3.03763
H -1.22648 -4.07181 1.33792
H 0.47489 -4.09439 1.86845
H -2.16512 -0.98908 3.26590
H -2.80499 -2.34632 2.26497
H -2.29874 -2.63358 3.94159
H -1.82559 -3.73727 -2.73874
H -3.47921 -3.27974 -3.18542
H -2.24594 -2.01476 -3.01519
H -3.83012 -4.15337 0.37740
H -4.47235 -4.39161 -1.27126
H -2.83814 -4.97813 -0.86476
H -4.30610 -1.55742 0.05213
H -3.66513 -0.79080 -1.45553
H -4.92429 -2.03869 -1.53836
H -2.27509 1.56761 -1.15829
H -2.60885 3.00636 -0.15173
H -1.03568 2.22092 -0.01827
H -4.76763 0.65213 1.57821
H -4.58265 2.34319 1.04746
H -4.60640 1.03707 -0.15606
H -2.70750 1.12314 3.12649
H -1.16878 1.66476 2.37709
H -2.57311 2.75798 2.41609

As for the multiplicity: 8. As for the frontier orbital gap (spin up / spin down): 5.37 / 2.62 eV. The calculated total energy comes out at -68483.7260 eV. Its charge is +2.

Löwdin population analysis, charges in e, atoms 1 to 6: -0.133, -0.090, -0.024, -0.045, -0.033, -0.481

***

Below is a structure of composition C21H40Cl3N4O4ScSi, with properties calculated with wB97M-V/def2-TZVPD.

Positions of all 74 atoms, in Å:
C 2.68581 -2.53016 -6.66294
C 2.09063 -1.63637 -7.71702
H 2.13174 -3.48780 -6.67307
H 2.63635 -2.12883 -5.64214
H 3.72160 -2.75854 -7.02347
C 1.94698 -2.16356 -8.95353
C 2.22938 -3.60700 -9.25943
H 1.68862 -1.55029 -9.82190
H 1.74061 -4.30066 -8.55358
H 3.30690 -3.84154 -9.22016
H 1.88788 -3.86767 -10.27144
Sc 0.59798 0.09621 -2.22826
Cl 2.92453 0.17885 -1.56390
Cl 1.38214 1.54609 -3.92007
C 0.08975 3.01023 -1.75883
O -0.30615 1.83152 -1.42448
N -0.70730 3.91403 -2.30641
C -2.13758 3.71023 -2.56003
C -0.09300 5.06882 -2.95393
H 1.12956 3.33450 -1.57312
H -2.61806 3.15981 -1.73679
H -2.28444 3.20026 -3.52830
H -2.58502 4.70754 -2.66050
H 0.79282 5.36447 -2.37212
H -0.83203 5.87333 -3.00896
H 0.20798 4.78970 -3.97534
H -0.72705 -4.77081 -0.39487
H -0.91280 -3.75168 -3.72572
C -1.74505 -4.52003 -0.74547
C -1.86330 -3.89628 -3.17854
N -1.70327 -3.48999 -1.77225
H -2.32085 -4.12179 0.11041
C -1.45536 -2.26638 -1.31828
O -1.10497 -1.27868 -2.04756
H -2.63580 -3.33208 -3.72544
H -1.56307 -2.09426 -0.24196
H -2.21688 -5.42157 -1.15290
H -2.12255 -4.96444 -3.18254
O 1.02471 -0.04022 -6.22211
C 1.87739 -0.16157 -7.38223
C 0.31556 0.29824 -9.26838
C 1.39877 0.73309 -8.51377
H -0.15871 -0.65123 -9.04363
C -0.22087 1.12520 -10.24749
H 2.87915 0.20671 -7.06506
C 1.94857 2.00859 -8.67914
H -1.11282 0.81183 -10.80118
C 0.38992 2.37205 -10.49758
C 1.45516 2.82741 -9.70279
H 2.69986 2.32282 -7.93458
H 0.05685 2.97543 -11.35463
H 1.91388 3.81685 -9.82951
Si -0.72657 0.16505 -5.71875
Cl -0.03701 -1.81815 -4.57060
C -1.93720 -0.34454 -7.10982
C -0.78476 2.16800 -6.14746
C -2.08400 0.45729 -4.30706
H -1.94308 0.30012 -8.00008
H -2.96698 -0.27916 -6.72253
H -1.80363 -1.37337 -7.45186
H -2.34738 -0.45309 -3.67179
H -3.04686 0.83986 -4.74980
H -1.77167 1.24771 -3.62886
H -1.15440 2.38392 -7.20178
H 0.24427 2.60419 -6.00794
H -1.51274 2.62844 -5.42692
N 1.44677 0.77027 1.19754
C 0.71078 -0.32647 0.95567
N -0.10797 -0.77941 1.96249
O 0.68715 -0.90700 -0.19362
H 1.47006 1.14814 2.14516
H 2.21410 0.98708 0.55122
H -0.25457 -1.81162 1.96750
H -0.11532 -0.26553 2.84270

The energy above the lowest of the compared OMol25 structures with the same formula, charge and spin comes out at 0.4720 eV. As for the frontier orbital gap: 6.77 eV. The calculated total energy comes out at -102727.5232 eV.

Löwdin population analysis, charges in e, atoms 1 to 6: -0.073, -0.232, 0.071, 0.057, 0.096, -0.124

***

- calculated total energy of number 2 (C21H40Cl3N4O4ScSi)?
  -102727.5232 eV